# 1
The following is a DFT calculation (wB97M-V/def2-TZVPD) of a cluster of 11 separate species, C59H102N3O19 in total at a distorted geometry.

Computed properties:
- Total charge: 0
- 2S+1: 4
- HOMO (alpha / beta): -8.4 / -9.5 eV
- Frontier orbital gap (alpha / beta): 8.592 / 9.135 eV

Last columns: bonded neighbours and bond lengths (Å).
Atoms and positions in Å:
1 C -3.803 1.600 2.113  C2 1.545, H12 1.101, H13 1.105, H14 1.082
2 C -5.206 1.722 1.477  C1 1.545, C3 1.581, N7 1.522, C11 1.516
3 C -5.240 0.896 0.130  C2 1.581, C4 1.539, H15 1.102, H16 1.126
4 C -5.367 -0.630 0.280  C3 1.539, C5 1.578, H17 1.087, H18 1.093
5 C -6.581 -0.965 1.233  C4 1.578, C6 1.516, H19 1.102, H20 1.095
6 C -6.568 -0.282 2.586  C5 1.516, N7 1.469, C9 1.524, C10 1.564
7 N -6.292 1.144 2.374  C2 1.522, C6 1.469, O8 1.471
8 O -6.554 1.974 3.560  N7 1.471
9 C -7.983 -0.427 3.133  C6 1.524, H21 1.098, H22 1.106, H23 1.081
10 C -5.508 -0.998 3.487  C6 1.564, H24 1.101, H25 1.087, H26 1.091
11 C -5.653 3.123 1.107  C2 1.516, H27 1.085, H28 1.086, H29 1.081
12 H -3.827 2.042 3.121  C1 1.101
13 H -3.129 2.257 1.533  C1 1.105
14 H -3.371 0.610 2.182  C1 1.082
15 H -6.121 1.288 -0.403  C3 1.102
16 H -4.313 1.140 -0.463  C3 1.126
17 H -4.493 -1.012 0.800  C4 1.087
18 H -5.431 -1.048 -0.728  C4 1.093
19 H -6.584 -2.063 1.328  C5 1.102
20 H -7.499 -0.673 0.714  C5 1.095
21 H -8.228 -1.474 3.359  C9 1.098
22 H -8.204 0.142 4.056  C9 1.106
23 H -8.725 -0.046 2.445  C9 1.081
24 H -5.054 -0.467 4.337  C10 1.101
25 H -6.004 -1.835 3.973  C10 1.087
26 H -4.643 -1.489 3.038  C10 1.091
27 H -6.704 3.164 0.843  C11 1.085
28 H -5.016 3.432 0.283  C11 1.086
29 H -5.506 3.864 1.881  C11 1.081
30 C 7.106 -1.552 -2.919  C31 1.534, H41 1.108, H42 1.106, H43 1.118
31 C 6.325 -0.527 -2.088  C30 1.534, C32 1.550, N36 1.531, C40 1.478
32 C 4.838 -0.962 -2.070  C31 1.550, C33 1.544, H44 1.102, H45 1.101
33 C 4.476 -2.142 -1.142  C32 1.544, C34 1.546, H46 1.099, H47 1.095
34 C 4.945 -1.841 0.300  C33 1.546, C35 1.532, H48 1.112, H49 1.102
35 C 6.431 -1.498 0.450  C34 1.532, N36 1.526, C38 1.544, C39 1.524
36 N 6.768 -0.467 -0.623  C31 1.531, C35 1.526, O37 1.376
37 O 7.947 0.205 -0.398  N36 1.376
38 C 6.527 -0.879 1.862  C35 1.544, H50 1.113, H51 1.126, H52 1.112
39 C 7.315 -2.735 0.358  C35 1.524, H53 1.100, H54 1.114, H55 1.096
40 C 6.400 0.848 -2.624  C31 1.478, H56 1.092, H57 1.097, H58 1.081
41 H 6.763 -1.336 -3.951  C30 1.108
42 H 6.987 -2.642 -2.774  C30 1.106
43 H 8.202 -1.333 -2.954  C30 1.118
44 H 4.179 -0.175 -1.667  C32 1.102
45 H 4.436 -1.179 -3.071  C32 1.101
46 H 5.050 -3.003 -1.511  C33 1.099
47 H 3.402 -2.308 -1.281  C33 1.095
48 H 4.611 -2.720 0.893  C34 1.112
49 H 4.295 -0.995 0.577  C34 1.102
50 H 5.932 -1.571 2.498  C38 1.113
51 H 7.594 -0.820 2.218  C38 1.126
52 H 6.111 0.152 1.863  C38 1.112
53 H 6.797 -3.521 -0.211  C39 1.100
54 H 8.319 -2.632 -0.115  C39 1.114
55 H 7.463 -3.140 1.365  C39 1.096
56 H 5.987 1.627 -1.980  C40 1.092
57 H 5.849 0.797 -3.570  C40 1.097
58 H 7.388 1.166 -2.926  C40 1.081
59 C -2.215 -3.378 -0.546  C60 1.519, H70 1.096, H71 1.092, H72 1.126
60 C -2.052 -3.706 -2.021  C59 1.519, C61 1.557, N65 1.522, C69 1.583
61 C -2.437 -5.199 -2.237  C60 1.557, C62 1.516, H73 1.087, H74 1.108
62 C -2.766 -5.536 -3.678  C61 1.516, C63 1.571, H75 1.098, H76 1.104
63 C -3.910 -4.571 -4.157  C62 1.571, C64 1.499, H77 1.088, H78 1.083
64 C -3.602 -3.105 -4.122  C63 1.499, N65 1.518, C67 1.564, C68 1.529
65 N -3.008 -2.782 -2.762  C60 1.522, C64 1.518, O66 1.376
66 O -2.965 -1.450 -2.422  N65 1.376
67 C -2.812 -2.647 -5.391  C64 1.564, H79 1.091, H80 1.098, H81 1.085
68 C -4.991 -2.465 -4.087  C64 1.529, H82 1.091, H83 1.099, H84 1.104
69 C -0.523 -3.540 -2.396  C60 1.583, H85 1.099, H86 1.095, H87 1.118
70 H -3.224 -3.319 -0.123  C59 1.096
71 H -1.769 -2.433 -0.233  C59 1.092
72 H -1.676 -4.132 0.092  C59 1.126
73 H -1.673 -5.886 -1.884  C61 1.087
74 H -3.363 -5.447 -1.680  C61 1.108
75 H -3.033 -6.595 -3.794  C62 1.098
76 H -1.911 -5.331 -4.346  C62 1.104
77 H -4.746 -4.758 -3.486  C63 1.088
78 H -4.214 -4.885 -5.148  C63 1.083
79 H -2.388 -1.645 -5.310  C67 1.091
80 H -2.009 -3.322 -5.712  C67 1.098
81 H -3.545 -2.661 -6.190  C67 1.085
82 H -4.989 -1.390 -4.275  C68 1.091
83 H -5.586 -2.893 -4.905  C68 1.099
84 H -5.555 -2.568 -3.144  C68 1.104
85 H -0.232 -3.962 -3.367  C69 1.099
86 H -0.026 -4.060 -1.570  C69 1.095
87 H -0.229 -2.461 -2.387  C69 1.118
88 O -0.705 4.097 0.947  C89 1.190
89 C -0.680 5.269 1.156  O88 1.190, O90 1.320, C93 1.541
90 O -0.241 5.881 2.240  C89 1.320, C91 1.447
91 C -0.277 7.326 2.200  O90 1.447, C92 1.485, H94 1.115, H95 1.099
92 C -1.271 7.629 1.140  C91 1.485, C93 1.575, H96 1.113, H97 1.092
93 C -0.998 6.414 0.176  C89 1.541, C92 1.575, H98 1.097, H99 1.091
94 H 0.757 7.671 1.965  C91 1.115
95 H -0.502 7.687 3.214  C91 1.099
96 H -1.165 8.663 0.740  C92 1.113
97 H -2.291 7.549 1.520  C92 1.092
98 H -0.052 6.472 -0.376  C93 1.097
99 H -1.802 6.192 -0.529  C93 1.091
100 O 2.950 3.151 -0.632  C101 1.201
101 C 3.520 3.346 0.407  O100 1.201, O102 1.327, C105 1.535
102 O 4.792 3.014 0.587  C101 1.327, C103 1.472
103 C 5.296 3.130 1.965  O102 1.472, C104 1.526, H106 1.083, H107 1.087
104 C 3.974 3.168 2.726  C103 1.526, C105 1.558, H108 1.117, H109 1.099
105 C 3.076 3.969 1.737  C101 1.535, C104 1.558, H110 1.096, H111 1.085
106 H 5.843 4.038 2.184  C103 1.083
107 H 5.867 2.206 2.027  C103 1.087
108 H 3.935 3.564 3.769  C104 1.117
109 H 3.682 2.108 2.761  C104 1.099
110 H 3.417 5.010 1.774  C105 1.096
111 H 2.033 3.887 2.027  C105 1.085
112 O -2.058 1.077 -5.659  C113 1.157
113 C -1.067 0.486 -5.576  O112 1.157, O114 1.399, C117 1.542
114 O -0.435 -0.025 -6.715  C113 1.399, C115 1.393
115 C 0.890 -0.362 -6.448  O114 1.393, C116 1.601, H118 1.096, H119 1.065
116 C 0.947 -0.747 -4.895  C115 1.601, C117 1.517, H120 1.093, H121 1.086
117 C -0.175 0.128 -4.370  C113 1.542, C116 1.517, H122 1.094, H123 1.099
118 H 1.575 0.491 -6.525  C115 1.096
119 H 1.235 -1.217 -6.982  C115 1.065
120 H 1.905 -0.503 -4.428  C116 1.093
121 H 0.801 -1.816 -4.780  C116 1.086
122 H 0.195 1.065 -3.940  C117 1.094
123 H -0.767 -0.340 -3.570  C117 1.099
124 O 0.404 -7.329 0.025  C125 1.199
125 C 0.824 -6.312 0.501  O124 1.199, O126 1.374, C129 1.457
126 O 1.495 -5.367 -0.234  C125 1.374, C127 1.460
127 C 1.654 -4.142 0.545  O126 1.460, C128 1.539, H130 1.093, H131 1.083
128 C 1.559 -4.656 1.992  C127 1.539, C129 1.520, H132 1.082, H133 1.106
129 C 0.527 -5.758 1.816  C125 1.457, C128 1.520, H134 1.085, H135 1.088
130 H 0.889 -3.396 0.319  C127 1.093
131 H 2.653 -3.754 0.392  C127 1.083
132 H 1.266 -3.956 2.763  C128 1.082
133 H 2.534 -5.088 2.285  C128 1.106
134 H -0.505 -5.424 1.826  C129 1.085
135 H 0.686 -6.488 2.607  C129 1.088
136 O 1.913 2.146 4.941  C137 1.220
137 C 0.700 2.263 5.001  O136 1.220, O138 1.357, C141 1.506
138 O -0.080 1.169 5.193  C137 1.357, C139 1.423
139 C -1.435 1.409 4.831  O138 1.423, C140 1.552, H142 1.091, H143 1.084
140 C -1.592 2.947 4.972  C139 1.552, C141 1.501, H144 1.102, H145 1.078
141 C -0.218 3.359 4.528  C137 1.506, C140 1.501, H146 1.078, H147 1.094
142 H -2.177 0.886 5.436  C139 1.091
143 H -1.545 1.143 3.785  C139 1.084
144 H -1.785 3.322 5.991  C140 1.102
145 H -2.339 3.343 4.305  C140 1.078
146 H 0.088 4.303 4.949  C141 1.078
147 H -0.060 3.420 3.447  C141 1.094
148 O -3.316 5.806 -4.964  C149 1.191
149 C -3.290 4.822 -4.295  O148 1.191, O150 1.284, C153 1.497
150 O -4.306 4.134 -3.919  C149 1.284, C151 1.463
151 C -3.949 2.806 -3.419  O150 1.463, C152 1.531, H154 1.102, H155 1.086
152 C -2.495 3.000 -2.981  C151 1.531, C153 1.525, H156 1.097, H157 1.093
153 C -2.022 4.178 -3.826  C149 1.497, C152 1.525, H158 1.091, H159 1.086
154 H -3.891 2.056 -4.225  C151 1.102
155 H -4.557 2.473 -2.583  C151 1.086
156 H -1.807 2.160 -3.139  C152 1.097
157 H -2.412 3.231 -1.916  C152 1.093
158 H -1.327 3.895 -4.617  C153 1.091
159 H -1.477 4.862 -3.182  C153 1.086
160 O 2.716 -3.069 4.951  C161 1.188
161 C 3.412 -2.128 5.158  O160 1.188, O162 1.373, C165 1.543
162 O 4.501 -2.141 5.993  C161 1.373, C163 1.400
163 C 5.247 -0.958 6.057  O162 1.400, C164 1.590, H166 1.083, H167 1.094
164 C 4.389 0.088 5.220  C163 1.590, C165 1.544, H168 1.106, H169 1.094
165 C 3.525 -0.832 4.330  C161 1.543, C164 1.544, H170 1.099, H171 1.075
166 H 6.168 -1.074 5.499  C163 1.083
167 H 5.428 -0.527 7.046  C163 1.094
168 H 4.930 0.851 4.630  C164 1.106
169 H 3.758 0.695 5.876  C164 1.094
170 H 4.085 -1.115 3.428  C165 1.099
171 H 2.561 -0.460 4.031  C165 1.075
172 O 0.938 -1.069 2.047  C173 1.187
173 C 0.834 -0.413 1.064  O172 1.187, O174 1.389, C177 1.529
174 O 1.546 -0.758 -0.078  C173 1.389, C175 1.425
175 C 1.398 0.326 -0.992  O174 1.425, C176 1.543, H178 1.061, H179 1.081
176 C 0.053 1.027 -0.710  C175 1.543, C177 1.577, H180 1.100, H181 1.096
177 C 0.016 0.863 0.859  C173 1.529, C176 1.577, H182 1.092, H183 1.101
178 H 1.361 -0.144 -1.942  C175 1.061
179 H 2.212 1.036 -0.941  C175 1.081
180 H -0.749 0.437 -1.176  C176 1.100
181 H -0.007 2.084 -0.993  C176 1.096
182 H -0.976 0.723 1.292  C177 1.092
183 H 0.456 1.741 1.357  C177 1.101

***

# 2
The following is a DFT calculation (wB97M-V/def2-TZVPD) of a cluster of 2 separate species, C11H16N2O in total at a distorted geometry.

Computed properties:
- Total charge: +2
- Energy above the lowest of the compared OMol25 structures with the same formula, charge and spin: 0.0 kJ/mol
- 2S+1: 1
- HOMO: -16.3 eV
- Frontier orbital gap: 8.489 eV

Last columns: bonded neighbours and bond lengths (Å).
Atoms and positions in Å:
1 C 5.205 -0.236 -0.288  C2 1.407, C3 1.394, H15 1.023
2 C 4.675 0.813 0.487  C1 1.407, C4 1.372, H16 1.078
3 C 4.301 -1.145 -0.834  C1 1.394, C5 1.353, H17 1.039
4 C 3.320 0.997 0.591  C2 1.372, N12 1.362, H18 1.157
5 C 2.976 -0.990 -0.604  C3 1.353, N12 1.326, H19 1.054
6 C -2.388 -0.680 -0.801  C7 1.542, C11 1.470, H20 1.157, H21 1.063
7 C -3.293 -1.446 0.187  C6 1.542, N13 1.516, H22 1.129, H23 1.067
8 C -3.394 0.850 0.728  C11 1.525, N13 1.456, H24 1.088, H25 1.115
9 C -1.450 1.692 -0.618  C11 1.336, H26 1.087, H27 1.021
10 C 1.079 0.106 0.357  N12 1.445, O14 1.181, H28 1.055
11 C -2.246 0.679 -0.260  C6 1.470, C8 1.525, C9 1.336
12 N 2.500 0.022 0.110  C4 1.362, C5 1.326, C10 1.445
13 N -4.243 -0.319 0.543  C7 1.516, C8 1.456, H29 0.945, H30 1.004
14 O 0.344 -0.814 0.434  C10 1.181
15 H 6.204 -0.410 -0.152  C1 1.023
16 H 5.445 1.462 0.869  C2 1.078
17 H 4.685 -1.812 -1.532  C3 1.039
18 H 2.782 1.764 1.271  C4 1.157
19 H 2.289 -1.516 -1.206  C5 1.054
20 H -1.414 -1.305 -0.824  C6 1.157
21 H -2.844 -0.656 -1.761  C6 1.063
22 H -3.841 -2.423 0.054  C7 1.129
23 H -2.649 -1.672 1.008  C7 1.067
24 H -3.078 0.675 1.754  C8 1.088
25 H -3.873 1.840 0.543  C8 1.115
26 H -0.571 1.532 -1.237  C9 1.087
27 H -1.749 2.628 -0.341  C9 1.021
28 H 0.782 1.116 0.421  C10 1.055
29 H -4.746 -0.282 -0.256  N13 0.945
30 H -4.807 -0.471 1.359  N13 1.004

***

# 3
The following is a DFT calculation (wB97M-V/def2-TZVPD) of a cluster of 3 separate species, C6H20N2O2 in total at a distorted geometry.

Computed properties:
- Total charge: -1
- Energy above the lowest of the compared OMol25 structures with the same formula, charge and spin: 43.6 kJ/mol
- 2S+1: 2
- HOMO (alpha / beta): 0.6 / -5.7 eV
- Frontier orbital gap (alpha / beta): 2.902 / 9.104 eV

Last columns: bonded neighbours and bond lengths (Å).
Atoms and positions in Å:
1 C -1.606 -1.165 -2.513  C2 1.516, H9 1.108, H10 1.118, H11 1.130
2 C -0.675 -0.518 -1.505  C1 1.516, C3 1.566, N8 1.451, H12 1.090
3 C -0.658 1.048 -1.523  C2 1.566, C4 1.569, H13 1.088, H14 1.115
4 C -1.152 1.711 -0.189  C3 1.569, C5 1.557, H15 1.083, H16 1.095
5 C -0.575 1.027 1.085  C4 1.557, C6 1.516, H17 1.145, H18 1.084
6 C 0.923 1.185 1.259  C5 1.516, N7 1.451, H19 1.129, H20 1.104
7 N 1.443 2.401 1.856  C6 1.451, H21 1.014, H22 1.012
8 N 0.682 -0.935 -1.809  C2 1.451, H23 1.005, H24 1.005
9 H -1.296 -1.303 -3.567  C1 1.108
10 H -1.626 -2.247 -2.232  C1 1.118
11 H -2.653 -0.740 -2.527  C1 1.130
12 H -1.099 -0.801 -0.542  C2 1.090
13 H 0.334 1.378 -1.824  C3 1.088
14 H -1.391 1.311 -2.322  C3 1.115
15 H -2.219 1.530 -0.145  C4 1.083
16 H -1.146 2.806 -0.177  C4 1.095
17 H -0.949 -0.049 1.208  C5 1.145
18 H -0.986 1.331 2.040  C5 1.084
19 H 1.526 1.148 0.306  C6 1.129
20 H 1.221 0.239 1.744  C6 1.104
21 H 1.509 2.322 2.864  N7 1.014
22 H 0.952 3.280 1.753  N7 1.012
23 H 0.893 -1.915 -1.744  N8 1.005
24 H 1.424 -0.356 -1.457  N8 1.005
25 H 2.053 -2.062 1.301  O27 0.968
26 H 2.860 -1.040 0.532  O27 0.964
27 O 2.476 -1.919 0.442  H25 0.968, H26 0.964
28 H -0.586 -2.566 3.136  O30 0.981
29 H 0.046 -2.748 1.835  O30 0.989
30 O 0.274 -2.355 2.714  H28 0.981, H29 0.989

***

# 4
The following is a DFT calculation (wB97M-V/def2-TZVPD) of a cluster of 2 separate species, C4H12 in total at a distorted geometry.

Computed properties:
- SMILES: CC.CC
- Total charge: 0
- Energy above the lowest of the compared OMol25 structures with the same formula, charge and spin: 60.0 kJ/mol
- 2S+1: 1
- HOMO: -11.2 eV
- Frontier orbital gap: 12.361 eV

Last columns: bonded neighbours and bond lengths (Å).
Atoms and positions in Å:
1 C -1.957 -0.122 -1.276  C2 1.527, H3 1.116, H4 1.103, H5 1.086
2 C -2.020 1.158 -0.444  C1 1.527, H6 1.103, H7 1.106, H8 1.108
3 H -2.774 -0.015 -2.028  C1 1.116
4 H -1.016 -0.252 -1.837  C1 1.103
5 H -2.030 -1.075 -0.762  C1 1.086
6 H -1.916 2.095 -1.016  C2 1.103
7 H -1.142 1.087 0.223  C2 1.106
8 H -2.956 1.132 0.149  C2 1.108
9 C 1.660 -1.092 1.257  C10 1.546, H11 1.109, H12 1.077, H13 1.100
10 C 2.327 0.045 0.448  C9 1.546, H14 1.092, H15 1.088, H16 1.104
11 H 0.562 -0.938 1.231  C9 1.109
12 H 2.045 -2.078 1.059  C9 1.077
13 H 1.659 -0.779 2.311  C9 1.100
14 H 2.323 0.992 0.991  C10 1.092
15 H 1.770 0.270 -0.460  C10 1.088
16 H 3.342 -0.313 0.199  C10 1.104

***

Number 1: energy -106204.42004 eV. Number 2: energy -16676.12051 eV. Number 3: energy -13619.74741 eV. Number 4: energy -4341.90650 eV.